Here is 3 unconnected molecules or ions with the total composition C52H62N2O9S from OMol25. Energies are from wB97M-V/def2-TZVPD.

Last column: Löwdin charge in e.
Cartesian coordinates (Å):
C -1.71 1.21 5.81  0.0120
C -2.50 2.14 6.30  -0.1833
C -3.11 3.24 5.48  -0.1231
C -4.67 3.27 5.59  -0.4225
N -5.07 4.00 6.77  0.1060
N -5.14 1.87 5.83  0.1210
C -5.80 1.48 4.61  -0.3688
O -5.75 0.40 4.09  0.1639
C -6.53 2.73 4.15  -0.2626
O -7.20 2.73 2.94  -0.0742
C -8.33 1.86 2.88  -0.1367
C -9.52 2.60 2.25  -0.1683
O -10.70 2.49 3.03  -0.1487
C -11.52 1.38 2.73  -0.2698
C -11.14 0.11 3.49  -0.0730
C -5.41 3.78 4.27  -0.2867
C -4.55 3.60 2.99  -0.1403
C -3.50 4.70 2.72  -0.1882
C -2.23 4.19 2.01  -0.1754
C -2.43 3.02 1.03  -0.2038
C -1.80 1.71 1.51  -0.2088
C -1.78 0.60 0.44  -0.1955
C -0.39 0.28 -0.12  -0.1957
C 0.44 1.50 -0.57  -0.1911
C 0.79 1.54 -2.08  -0.2043
C 0.43 2.87 -2.74  -0.2208
C -1.08 3.14 -2.77  -0.2489
C -1.49 4.58 -2.44  -0.1088
C -5.92 5.23 4.23  -0.1899
S -7.45 5.72 5.02  0.6823
O -8.54 5.05 4.38  -0.3251
O -7.35 5.75 6.45  -0.3447
H -1.46 0.34 6.39  0.0558
H -1.27 1.30 4.81  0.0511
H -2.73 2.13 7.36  0.0989
H -2.75 4.21 5.84  0.1218
H -2.75 3.11 4.46  0.0770
H -4.71 3.54 7.60  0.0910
H -4.79 4.97 6.77  0.0838
H -5.91 1.92 6.50  0.1376
H -7.23 2.92 4.98  0.1665
H -8.05 0.98 2.30  0.1299
H -8.62 1.53 3.88  0.1254
H -9.72 2.20 1.25  0.1199
H -9.28 3.66 2.19  0.1192
H -12.53 1.67 2.99  0.1143
H -11.52 1.19 1.65  0.1122
H -10.63 0.37 4.42  0.0732
H -10.49 -0.55 2.92  0.0716
H -12.03 -0.46 3.76  0.0697
H -4.03 2.64 3.08  0.1122
H -5.23 3.50 2.15  0.1269
H -3.95 5.51 2.15  0.1129
H -3.20 5.15 3.67  0.0981
H -1.80 5.03 1.46  0.1061
H -1.49 3.92 2.77  0.1048
H -3.49 2.87 0.79  0.1147
H -1.95 3.29 0.09  0.0739
H -2.28 1.37 2.43  0.0969
H -0.76 1.94 1.80  0.1103
H -2.46 0.88 -0.37  0.1050
H -2.17 -0.31 0.90  0.1056
H -0.53 -0.37 -0.99  0.0995
H 0.17 -0.29 0.62  0.1068
H 1.38 1.52 -0.02  0.1032
H -0.06 2.44 -0.32  0.0883
H 0.26 0.76 -2.61  0.1056
H 1.87 1.37 -2.20  0.0946
H 0.80 2.83 -3.78  0.1043
H 0.97 3.70 -2.27  0.1053
H -1.47 2.88 -3.76  0.1033
H -1.58 2.46 -2.08  0.0818
H -2.41 4.61 -1.84  0.0579
H -1.67 5.17 -3.34  0.0660
H -0.71 5.09 -1.87  0.0652
H -5.15 5.92 4.60  0.1109
H -6.12 5.46 3.18  0.1148
H -7.47 7.01 4.59  0.0759
C 6.34 -3.11 -3.33  -0.0476
C 5.15 -2.40 -3.45  -0.0489
C 4.83 -1.42 -2.53  0.0004
C 5.70 -1.14 -1.48  -0.0827
C 6.89 -1.86 -1.36  -0.0833
C 7.21 -2.84 -2.29  0.0004
C 7.83 -1.62 -0.22  -0.2776
O 8.87 -2.23 -0.12  0.1060
C 7.45 -0.58 0.78  -0.0821
C 8.28 -0.36 1.87  -0.0024
C 7.95 0.60 2.81  -0.0574
C 6.79 1.36 2.66  -0.0576
C 5.95 1.14 1.57  -0.0026
C 6.28 0.17 0.64  -0.0817
C 5.35 -0.07 -0.51  -0.2749
O 4.34 0.59 -0.64  0.0979
H 6.58 -3.88 -4.06  0.0960
H 4.47 -2.62 -4.26  0.1095
H 3.91 -0.86 -2.60  0.1151
H 8.14 -3.38 -2.18  0.1194
H 9.18 -0.95 1.97  0.1200
H 8.59 0.77 3.66  0.1071
H 6.53 2.11 3.39  0.1070
H 5.04 1.71 1.44  0.1190
C 5.87 -7.24 -10.53  -0.0554
C 5.11 -6.36 -9.78  -0.0562
C 5.33 -6.25 -8.41  -0.0023
C 6.30 -7.04 -7.80  -0.0828
C 7.04 -7.94 -8.56  -0.0817
C 6.83 -8.03 -9.93  -0.0010
C 8.06 -8.82 -7.92  -0.2768
O 8.72 -9.60 -8.59  0.1093
C 8.25 -8.72 -6.45  -0.0821
C 9.16 -9.56 -5.82  -0.0007
C 9.35 -9.47 -4.45  -0.0547
C 8.64 -8.54 -3.70  -0.0547
C 7.73 -7.70 -4.32  -0.0021
C 7.52 -7.79 -5.69  -0.0825
C 6.52 -6.89 -6.33  -0.2745
O 5.91 -6.07 -5.68  0.0935
H 5.70 -7.32 -11.60  0.1079
H 4.36 -5.75 -10.25  0.1076
H 4.75 -5.56 -7.81  0.1192
H 7.42 -8.73 -10.50  0.1207
H 9.71 -10.28 -6.42  0.1208
H 10.06 -10.13 -3.97  0.1081
H 8.80 -8.47 -2.64  0.1085
H 7.17 -6.98 -3.75  0.1172

Computed properties:
Gap between HOMO and LUMO: 8.0606 eV
Molar mass: 891.1 g/mol
Highest occupied orbital energy: -9.17 eV
ΔE to the lowest compared entry with this formula, charge and spin: 0.000 eV



Here is 10 unconnected molecules or ions with the total composition C52H65N11O9P from OMol25. Energies are from wB97M-V/def2-TZVPD.

Last column: Löwdin charge in e.
Cartesian coordinates (Å):
O -2.57 0.51 -5.58  0.1169
C -2.35 0.19 -4.39  -0.3512
O -3.10 -0.72 -3.60  -0.1115
C -3.78 -1.73 -4.40  -0.1885
P -5.64 -1.33 -4.34  0.6798
O -6.10 -1.69 -2.90  -0.3345
O -5.78 0.35 -4.66  -0.1694
O -6.41 -2.29 -5.53  -0.1440
C -1.12 0.91 -3.63  0.0108
C -1.47 1.53 -2.24  0.1292
C -0.33 2.19 -1.45  -0.1195
O -0.66 2.74 -0.17  0.0441
N 1.04 2.26 -1.96  0.0819
C 2.04 2.89 -1.07  -0.1371
C 2.37 2.32 0.32  0.0376
C 3.40 3.02 1.19  -0.1227
N 4.22 4.16 0.96  0.0599
C 3.91 4.61 -0.35  -0.0848
C 2.91 4.13 -1.38  0.0492
C 1.39 1.70 -3.27  -0.0048
C 2.91 1.75 -3.83  -0.1194
O 3.33 3.07 -4.22  -0.1290
C 2.48 3.63 -5.25  -0.1993
O 1.64 4.62 -4.60  -0.1507
C 0.32 4.59 -5.20  -0.1599
C -0.54 5.89 -4.79  -0.1961
O -1.91 5.55 -4.48  -0.0982
C 0.32 0.99 -4.19  0.1048
H -3.36 -1.89 -5.44  0.1257
H -3.66 -2.73 -3.82  0.1428
H -5.38 0.78 -3.87  0.0721
H -5.70 -2.44 -6.20  0.0821
H -2.53 1.44 -1.84  0.1419
H -0.79 3.72 -0.27  0.1530
H 1.83 1.38 0.70  0.1243
H 3.56 2.55 2.24  0.1251
H 4.55 5.52 -0.68  0.1292
H 2.79 4.67 -2.38  0.1057
H 3.65 1.40 -3.02  0.1614
H 2.98 1.00 -4.70  0.1387
H 3.15 4.17 -6.01  0.1663
H 1.88 2.83 -5.80  0.1143
H -0.25 3.67 -4.78  0.1147
H 0.39 4.54 -6.35  0.1418
H -0.09 6.44 -3.89  0.1296
H -0.52 6.65 -5.66  0.1409
H -1.92 4.77 -3.88  0.0788
H 0.60 0.53 -5.21  0.1284
N 1.74 1.22 -8.11  -0.0161
C 1.58 2.31 -8.93  -0.1448
C 0.45 2.11 -9.68  -0.0942
C -0.09 0.85 -9.30  -0.0969
C 0.73 0.33 -8.33  -0.1546
H 2.49 1.10 -7.45  0.1284
H 2.28 3.13 -8.90  0.1080
H 0.06 2.78 -10.42  0.1000
H -0.98 0.38 -9.70  0.0984
H 0.67 -0.59 -7.77  0.1017
N 3.33 5.03 3.94  0.0132
C 2.28 5.29 4.78  -0.1308
C 2.71 6.21 5.71  -0.1361
C 4.06 6.51 5.42  -0.1395
C 4.42 5.76 4.32  -0.1303
H 3.31 4.39 3.16  0.0735
H 1.33 4.81 4.64  0.1106
H 2.11 6.62 6.51  0.1066
H 4.70 7.19 5.96  0.1045
H 5.35 5.70 3.78  0.1090
N -2.77 -2.05 -0.75  0.0122
C -1.51 -2.30 -1.23  -0.1658
C -0.88 -3.14 -0.35  -0.1121
C -1.79 -3.42 0.70  -0.1034
C -2.95 -2.73 0.42  -0.1122
H -3.45 -1.46 -1.19  0.1247
H -1.17 -1.86 -2.15  0.0843
H 0.13 -3.52 -0.44  0.0885
H -1.62 -4.04 1.56  0.0800
H -3.89 -2.67 0.96  0.1185
N -0.23 -6.30 2.66  -0.0098
C -1.00 -7.38 2.29  -0.1433
C -1.23 -8.13 3.42  -0.1198
C -0.59 -7.49 4.50  -0.0966
C 0.02 -6.36 4.01  -0.1345
H 0.09 -5.58 2.04  0.1150
H -1.31 -7.51 1.27  0.1044
H -1.80 -9.05 3.46  0.1006
H -0.57 -7.81 5.53  0.0968
H 0.61 -5.59 4.49  0.1056
N 4.70 3.81 9.28  -0.0005
C 4.43 3.87 10.62  -0.1431
C 3.99 5.13 10.91  -0.1135
C 3.99 5.87 9.70  -0.1127
C 4.43 5.02 8.71  -0.1419
H 5.04 3.00 8.79  0.1436
H 4.57 3.00 11.25  0.1052
H 3.70 5.49 11.89  0.0915
H 3.70 6.90 9.56  0.0894
H 4.57 5.18 7.65  0.0820
N 4.17 -5.67 1.48  0.0038
C 3.12 -5.40 2.31  -0.1428
C 3.54 -4.48 3.24  -0.1131
C 4.89 -4.18 2.96  -0.1139
C 5.25 -4.93 1.86  -0.1409
H 4.15 -6.31 0.70  0.1473
H 2.16 -5.89 2.17  0.0789
H 2.93 -4.07 4.04  0.0870
H 5.53 -3.50 3.49  0.0911
H 6.19 -4.99 1.32  0.1068
N -4.73 -7.24 3.01  0.0104
C -5.58 -7.28 4.08  -0.1423
C -6.87 -7.31 3.60  -0.1177
C -6.79 -7.30 2.19  -0.1166
C -5.46 -7.26 1.85  -0.1402
H -3.72 -7.21 3.06  0.1099
H -5.20 -7.28 5.09  0.1049
H -7.76 -7.35 4.20  0.0895
H -7.62 -7.32 1.49  0.0879
H -4.97 -7.23 0.89  0.0865
N -5.46 -9.64 -2.37  0.0056
C -4.99 -8.41 -2.02  -0.1503
C -3.74 -8.56 -1.50  -0.1346
C -3.43 -9.94 -1.54  -0.1132
C -4.51 -10.59 -2.09  -0.1357
H -6.36 -9.83 -2.78  0.1474
H -5.60 -7.52 -2.18  0.1059
H -3.10 -7.77 -1.12  0.0803
H -2.52 -10.42 -1.20  0.0901
H -4.69 -11.63 -2.29  0.1079
N 1.82 8.53 3.70  0.0152
C 1.31 8.43 2.43  -0.1536
C 0.30 9.36 2.31  -0.1245
C 0.22 10.05 3.55  -0.1151
C 1.17 9.51 4.38  -0.1322
H 2.57 7.96 4.07  0.0990
H 1.69 7.70 1.73  0.0924
H -0.30 9.53 1.43  0.0852
H -0.46 10.85 3.80  0.0911
H 1.44 9.75 5.40  0.1087

Computed properties:
Gap between HOMO and LUMO: 3.4154 eV
Molar mass: 1019.1 g/mol
Highest occupied orbital energy: -9.03 eV
Net charge: +1



Here is a molecular structure, C52H66N5O4PTa from OMol25. Energies are from wB97M-V/def2-TZVPD.

Last column: Löwdin charge in e.
Cartesian coordinates (Å):
Ta 0.26 0.37 -0.08  1.9648
C -2.61 5.03 4.08  0.0067
O -1.26 4.81 4.53  0.0007
C -0.48 3.97 3.89  -0.2243
C 0.83 3.82 4.41  0.0638
C 1.70 2.96 3.82  0.0417
C 1.32 2.20 2.68  -0.1312
C 2.18 1.23 2.15  -0.3016
C 3.57 1.00 2.65  0.0386
O 1.85 0.45 1.16  -0.1791
C 0.02 2.41 2.17  -0.2535
O -0.37 1.70 1.07  -0.2295
C -0.88 3.26 2.74  0.0852
H -3.04 5.72 4.79  0.1123
H -3.16 4.09 4.09  0.0981
H -2.60 5.47 3.08  0.1070
H 1.11 4.41 5.28  0.1460
H 2.69 2.86 4.23  0.1352
H 4.14 1.93 2.62  0.1181
H 4.06 0.25 2.05  0.1038
H 3.54 0.67 3.69  0.1055
H -1.85 3.39 2.29  0.1122
C -2.94 3.45 -3.94  -0.0607
C -2.78 3.13 -2.45  -0.2108
C -1.60 3.86 -1.83  -0.1543
C -1.75 5.24 -1.65  -0.0152
C -0.77 6.01 -1.06  -0.0306
C 0.42 5.41 -0.67  -0.0213
C 0.63 4.05 -0.85  -0.1774
C 2.02 3.54 -0.55  -0.2120
C 3.09 4.14 -1.47  -0.0627
C -0.40 3.28 -1.41  -0.1501
N -0.27 1.83 -1.57  -0.0636
C -0.56 1.31 -2.76  -0.0584
C -0.63 -0.06 -2.87  -0.3073
C -0.84 -0.93 -3.93  0.0536
C -0.65 -2.22 -3.42  -0.0148
C -0.35 -2.08 -2.07  -0.1219
N -0.35 -0.77 -1.71  -0.1348
H -3.76 2.88 -4.37  0.0886
H -2.04 3.22 -4.52  0.0709
H -3.15 4.50 -4.10  0.0865
H -2.72 2.06 -2.30  0.0887
H -3.68 3.46 -1.93  0.1051
H -2.68 5.70 -1.97  0.1307
H -0.91 7.07 -0.93  0.1234
H 1.20 6.01 -0.23  0.1285
H 2.07 2.45 -0.64  0.0471
H 2.27 3.79 0.48  0.1157
H 2.81 4.05 -2.52  0.0851
H 4.05 3.65 -1.33  0.0844
H 3.21 5.20 -1.26  0.0851
H -0.63 1.92 -3.65  0.1538
H -1.09 -0.66 -4.94  0.1365
H -0.73 -3.15 -3.96  0.1235
H -0.10 -2.85 -1.37  0.0982
O -0.67 -1.03 0.97  -0.4531
P -1.94 -1.35 1.93  1.0173
C -2.92 -2.85 1.65  -0.3194
C -3.94 -2.80 0.48  -0.1624
C -3.25 -2.99 -0.86  -0.1804
C -2.55 -4.35 -0.90  -0.1735
C -1.55 -4.50 0.25  -0.1837
C -2.21 -4.22 1.59  -0.1650
C -1.52 -1.42 3.70  -0.3212
C -0.41 -0.46 4.18  -0.1456
C 1.00 -1.02 3.99  -0.1901
C 1.16 -2.39 4.65  -0.1751
C 0.12 -3.35 4.08  -0.1839
C -1.28 -2.80 4.34  -0.1683
C -2.99 0.11 1.82  -0.3418
C -4.27 0.06 2.74  -0.1505
C -5.58 0.25 1.97  -0.1737
C -5.58 1.55 1.16  -0.1546
C -4.20 1.88 0.56  -0.1588
C -3.33 0.62 0.41  -0.1762
H -3.49 -2.81 2.59  0.1261
H -4.53 -1.89 0.51  0.0743
H -4.64 -3.62 0.65  0.1413
H -2.53 -2.19 -1.01  0.0778
H -3.98 -2.92 -1.67  0.1303
H -2.06 -4.51 -1.86  0.1076
H -3.30 -5.13 -0.80  0.1305
H -0.72 -3.80 0.15  0.0762
H -1.12 -5.50 0.26  0.1297
H -1.49 -4.35 2.39  0.0786
H -2.99 -4.97 1.76  0.1426
H -2.47 -1.04 4.10  0.1141
H -0.58 -0.30 5.25  0.1400
H -0.52 0.52 3.71  0.0869
H 1.71 -0.32 4.43  0.1072
H 1.23 -1.12 2.93  0.0915
H 1.01 -2.30 5.73  0.1300
H 2.16 -2.77 4.49  0.1224
H 0.23 -4.34 4.52  0.1311
H 0.30 -3.46 3.00  0.1077
H -1.39 -2.67 5.42  0.1380
H -2.06 -3.51 4.06  0.0981
H -2.31 0.85 2.26  0.0920
H -4.18 0.85 3.48  0.1268
H -4.32 -0.87 3.31  0.1020
H -6.40 0.26 2.69  0.1284
H -5.77 -0.60 1.32  0.0999
H -5.91 2.38 1.78  0.1184
H -6.31 1.46 0.35  0.1213
H -3.66 2.58 1.21  0.1059
H -4.32 2.37 -0.40  0.0878
H -2.43 0.88 -0.15  0.0657
H -3.85 -0.13 -0.19  0.1152
N 8.44 -5.88 -3.14  0.2034
C 7.66 -5.05 -2.98  -0.1524
C 6.68 -4.01 -2.77  -0.1969
C 6.91 -2.73 -3.25  0.0157
C 5.96 -1.73 -3.05  0.0089
C 4.79 -2.04 -2.38  -0.1681
C 4.55 -3.32 -1.90  -0.0060
C 5.50 -4.30 -2.08  0.0052
N 3.79 -1.01 -2.19  0.0302
C 3.62 0.14 -2.93  0.0242
C 2.58 0.81 -2.39  -0.0822
N 2.11 0.08 -1.30  -0.0847
C 2.87 -1.00 -1.22  -0.1134
H 7.83 -2.50 -3.77  0.1386
H 6.16 -0.73 -3.40  0.1208
H 3.63 -3.57 -1.40  0.1100
H 5.33 -5.31 -1.71  0.1349
H 4.23 0.37 -3.79  0.1420
H 2.16 1.75 -2.70  0.1069
H 2.79 -1.76 -0.47  0.1477

Computed properties:
Gap between HOMO and LUMO: 6.6192 eV
Molar mass: 1037.1 g/mol
Highest occupied orbital energy: -15.62 eV
ΔE to the lowest compared entry with this formula, charge and spin: 1.386 eV
Net charge: +3